1.
12 unconnected molecules or ions with the total composition C33H93O48P9S3 at a distorted geometry, computed with ωB97M-V/def2-TZVPD.

The geometry in XYZ format:
```
186
Properties=species:S:1:pos:R:3:mulliken_charge:R:1
H -5.975 4.534 3.153 0.27
H 4.848 2.905 -2.220 0.23
H -0.580 -3.069 -2.141 -0.57
C -0.252 1.302 3.839 0.17
H -3.794 6.325 -1.072 0.16
H 5.633 1.312 -5.091 0.13
C 1.656 2.378 -6.438 -0.68
H 7.085 0.536 -5.451 0.34
C -1.564 3.091 7.612 -0.58
O 0.689 -0.391 -6.684 -0.35
H 0.209 -6.121 3.676 0.29
H 4.072 -2.359 -4.447 0.14
H -5.332 1.782 -3.355 0.22
H -2.158 2.872 6.724 0.17
H 5.806 -1.434 0.451 0.19
H -2.757 -5.084 -5.345 0.34
C 4.262 2.188 -1.643 0.10
H -1.123 -5.821 2.563 0.22
O 2.603 -1.057 4.403 0.01
C -3.384 -2.548 -0.325 0.24
P 0.325 2.991 5.821 0.33
P -4.132 2.123 2.120 -0.05
P -0.485 6.742 -0.053 0.52
P -2.706 -4.350 4.292 0.70
H 0.521 1.920 3.371 0.48
C 0.177 -7.490 -1.514 -0.34
O 4.177 2.421 -0.246 -0.29
H 3.096 4.538 6.819 0.27
H 2.542 -3.100 -4.807 0.47
O -3.337 -3.838 -0.936 0.19
O -4.958 2.572 0.842 -0.34
P 1.726 -0.024 -5.474 -0.02
H 6.547 0.040 -0.432 0.31
O 8.296 -0.724 -2.849 -0.76
C 6.533 0.928 -4.597 -0.74
S 3.338 -2.482 4.682 1.04
H -4.328 -2.006 -0.349 0.59
O 4.240 -2.867 3.633 -0.54
O -1.895 4.309 -3.288 0.02
O 5.986 0.115 -3.555 0.36
O -3.619 -5.431 5.027 -0.36
O 2.478 -3.518 5.196 -0.57
H 2.790 -1.896 -3.431 0.01
H 0.506 -2.290 -7.515 0.32
O 0.342 5.637 0.788 0.06
H 0.307 5.238 2.819 0.24
O 1.594 -0.666 0.840 -0.02
H -2.597 -1.863 -0.642 -0.19
O 2.489 1.271 -6.019 -0.40
H -4.048 3.452 -0.841 0.17
P 6.890 -1.079 -2.992 0.31
O -4.699 0.604 2.321 -0.48
C 6.430 -1.042 -0.346 -0.65
O -5.176 -5.141 -2.023 -0.40
O 2.577 3.629 1.361 -0.26
C 2.367 -0.422 5.651 0.39
O -0.144 4.116 5.010 -0.43
H 0.460 -7.646 -0.471 0.23
O 6.125 -1.518 -1.650 0.04
C -0.031 -2.224 -1.713 1.27
S 3.204 3.692 0.090 0.88
H 0.477 -2.323 -5.788 0.04
C -1.980 0.626 -3.655 -0.02
C -4.868 -6.423 -1.502 -0.48
O 1.056 0.254 -4.200 0.77
H 1.534 3.002 -5.560 0.10
C -0.418 1.316 0.139 0.11
H 2.771 -1.748 7.429 0.27
S 1.879 -5.807 -2.193 1.06
C 2.997 -2.175 -4.462 -0.37
H 0.288 8.379 2.767 0.26
H -0.047 4.666 -2.700 0.09
H 2.239 2.821 -7.250 0.33
H -1.168 0.227 -3.055 -0.68
H 8.561 -2.870 -4.229 0.38
C -2.885 6.932 -1.046 -0.89
H -4.199 4.930 2.888 0.24
H -0.935 -2.197 5.851 0.31
O 4.195 -1.768 5.877 -0.44
H 0.459 9.583 1.344 0.25
P -2.640 3.120 -4.007 0.47
H -1.433 -6.342 -2.476 0.10
O -2.274 3.028 -5.447 -0.83
C -0.554 4.684 -3.663 -0.05
H -4.765 4.498 4.439 0.30
C 2.554 -1.601 1.269 -0.99
O -0.744 -0.020 -0.206 0.07
H -2.050 -1.080 5.167 0.27
H 3.510 2.957 7.290 0.26
C -4.495 3.707 0.123 -0.51
C 0.187 -1.707 -6.642 -0.61
C 2.779 2.344 -2.083 0.30
H -4.940 -6.522 -0.414 0.20
H -0.015 3.900 1.629 -0.25
H -3.172 -2.780 0.721 -0.21
H 7.303 -3.326 -5.429 0.25
O -1.216 -4.915 4.473 -0.14
O 2.166 3.160 -1.095 -0.09
C -4.937 4.296 3.378 -0.68
H -1.599 -4.134 -4.464 0.12
C 0.426 8.560 1.703 -0.67
H -3.145 -3.414 -4.870 0.38
H -1.662 0.685 -4.693 0.47
H 0.753 2.159 -7.010 0.32
H 3.762 -0.436 7.426 0.38
H -1.270 -6.931 3.980 0.33
H 7.435 -1.389 -0.074 0.30
O 6.453 -2.252 -3.997 -0.13
H -0.055 0.252 3.632 0.16
H -0.091 3.972 -4.344 -0.12
O -0.696 7.877 1.089 -0.40
H -0.224 -8.460 -1.804 0.31
H -0.935 -5.737 -0.863 -0.01
O 2.685 -5.374 -3.310 -0.56
H -3.059 0.092 3.635 0.07
H 2.470 1.301 -2.147 -0.05
H 2.404 0.668 5.644 -0.09
O -1.920 6.137 -0.328 0.37
O -0.619 -1.471 1.907 0.25
H -3.832 -6.739 -1.642 0.16
O -0.207 1.561 5.255 0.14
H 2.105 -2.409 1.858 0.19
C -5.144 2.432 -4.212 -0.74
O 0.205 -2.414 -0.323 -0.41
C 2.643 3.569 7.009 -0.86
H -0.896 -1.654 -6.778 0.32
H -6.144 2.792 -4.465 0.32
H 1.300 7.977 1.406 0.27
O -0.164 3.048 7.325 -0.38
H 2.074 3.480 7.935 0.36
H -3.117 -0.591 2.064 0.03
H -3.128 7.701 -0.309 0.40
O 0.347 -5.294 -2.385 -0.05
H 2.580 2.878 -3.009 -0.09
O -2.477 1.837 -3.050 0.33
C -2.671 -4.342 -4.552 -0.73
P -4.120 -3.998 -2.340 0.69
H 1.286 -0.535 5.792 -0.06
O -4.879 2.859 3.341 -0.25
H -2.794 -0.100 -3.590 0.31
C -0.872 -5.980 3.611 -0.76
H -1.098 -2.239 4.181 0.11
C -0.602 -6.196 -1.793 0.32
H 0.888 -2.358 -2.290 0.05
C -3.762 -0.305 2.902 -0.25
O -2.687 2.289 2.100 0.36
H -1.884 4.049 8.017 0.27
C 7.518 -3.140 -4.375 -0.93
C -1.709 -2.109 5.078 -0.43
O -2.747 -3.053 5.241 -0.48
O 2.866 -1.147 -5.460 -0.31
H -1.155 1.623 3.316 -0.26
O -3.093 -4.045 2.898 -0.19
H -4.236 -1.215 3.261 0.32
H 0.161 1.743 -0.684 0.26
H -0.552 5.663 -4.135 0.26
H -0.091 1.586 1.143 -0.59
O 1.359 -7.369 -2.319 -0.44
H -5.481 -6.075 4.961 0.28
H -1.748 2.304 8.342 0.27
H -0.587 -1.351 -2.038 -0.53
H -4.821 1.885 -5.100 0.30
H -5.276 4.401 -0.200 0.41
H -1.270 5.109 2.124 0.42
H -5.647 -7.036 -1.949 0.28
H -4.457 -7.291 4.354 0.30
O 1.931 2.910 5.972 -0.24
C -4.589 -6.209 4.340 -0.69
P 0.054 -1.122 0.660 -0.15
H -2.704 7.240 -2.071 0.28
C -0.214 4.930 1.913 -0.17
O 2.451 -5.657 -0.892 -0.56
O -4.594 -2.737 -2.929 -0.76
H -4.851 -5.856 3.344 0.25
H 4.578 1.184 -1.904 -0.09
H 3.159 -1.168 2.067 0.43
H -1.244 2.034 0.057 0.12
O 0.214 7.312 -1.203 -0.73
O -4.214 3.428 -3.849 -0.38
H 7.019 1.830 -4.229 0.30
C 3.272 -1.094 6.707 -0.33
O -3.119 -4.846 -3.311 -0.27
H 7.402 -4.117 -3.897 0.29
H 3.206 -2.004 0.497 0.20
O 3.861 4.842 -0.438 -0.59
H -3.787 4.297 0.704 0.09
```

As for the calculated total energy: -9192.04520 a.u. Its charge is 0. As for the SMILES: COP(=O)(OC)OC.COP(=O)(OC)OC.COP(=O)(OC)OC.COP(=O)(OC)OC.COP(=O)(OC)OC.COP(=O)(OC)OC.COP(=O)(OC)OC.COP(=O)(OC)OC.COP(=O)(OC)OC.O=S1(=O)OCCO1.O=S1(=O)OCCO1.O=S1(=O)OCCO1.

2.
11 unconnected molecules or ions with the total composition C33H95N2O38P9 at a distorted geometry, computed with ωB97M-V/def2-TZVPD.

The geometry in XYZ format:
```
177
Properties=species:S:1:pos:R:3:mulliken_charge:R:1
O 3.631 1.952 -6.325 -0.26
H 0.783 1.295 -4.010 0.24
C 4.397 0.897 3.721 -0.89
C 4.368 -0.081 5.959 -0.95
H 4.932 1.764 4.111 0.43
P 0.261 -4.803 -0.539 0.94
O 6.525 2.146 -3.430 -0.25
C 4.350 4.449 -2.379 -0.68
H -0.448 -2.924 -3.789 0.32
H -2.118 0.009 -2.060 -0.11
H -2.584 -3.211 0.511 0.03
H 4.723 -3.369 -1.233 -0.08
H -2.242 5.188 1.281 0.37
C -1.728 -3.844 0.720 -0.62
H -3.105 -3.732 6.142 0.33
O 5.221 -1.636 1.473 -0.19
H -0.266 -7.524 0.236 0.29
O -3.982 -0.652 3.572 0.04
O -0.327 -6.104 -1.151 -0.46
O -0.267 1.336 0.833 -0.11
H 2.885 -2.443 -7.466 0.30
C -3.991 -3.118 6.277 -0.81
H -0.754 4.336 1.988 0.09
C -2.562 0.081 -1.055 -0.98
H -5.272 2.464 3.186 0.30
H 7.872 -4.247 2.554 0.26
H -4.535 -2.710 -6.937 0.25
H -4.937 -3.617 5.918 0.28
O -3.585 2.763 4.172 0.68
H 0.943 5.545 1.460 0.37
O -2.204 3.213 6.231 -0.23
H -3.481 -0.462 -1.063 0.20
O 3.823 -3.686 1.873 0.07
C 1.336 -0.978 1.856 -1.05
H 1.938 0.324 5.871 0.21
P 2.513 0.854 -6.016 0.35
H -0.144 5.275 -2.014 0.26
O -5.300 2.195 0.304 -0.12
H 2.670 2.177 -8.098 0.35
H -1.956 5.281 6.701 0.30
H 4.818 -1.073 5.883 0.21
H -1.354 4.168 -1.680 0.20
O 6.036 -3.573 2.927 -0.31
C -1.478 4.459 6.159 -0.66
H -0.994 0.321 2.513 0.11
H -1.653 5.972 -1.355 0.34
H 5.154 0.680 6.134 0.32
H 4.547 -0.655 -0.439 -0.43
H 2.066 -1.649 1.344 -0.10
H 4.387 1.889 -8.328 0.27
H -4.098 -3.041 7.393 0.23
H -1.150 0.345 -7.764 0.22
C 7.960 2.004 -3.450 -0.80
H 7.748 -2.504 2.356 0.37
O 6.605 2.715 -0.934 -0.84
H 8.320 2.307 -4.422 0.22
H -2.078 1.656 1.866 -0.90
H -1.956 -4.861 1.007 0.58
H -1.788 3.581 0.796 -0.41
H -3.413 -0.202 1.632 0.40
O 3.125 -0.476 -6.671 -0.36
P -2.650 -0.828 -5.155 0.51
P 5.787 2.213 -2.033 0.95
C -3.835 -2.972 -6.106 -0.69
H -4.000 3.036 2.158 0.02
O -1.747 -0.592 -0.063 1.38
H 3.507 -5.012 3.336 0.30
O -4.075 1.729 6.479 -0.24
C -1.027 1.329 2.054 -0.02
H -4.157 -3.897 -5.646 0.26
O 0.546 0.020 -1.073 0.14
C -4.468 3.199 3.140 -0.63
H 2.251 -2.171 -5.833 0.02
H 1.290 -7.372 -0.694 0.29
H -6.995 -0.223 -2.514 0.38
C -4.763 2.131 -2.762 -0.13
C 7.437 -3.329 2.974 -0.80
O 1.460 6.089 -0.391 -0.62
N -0.464 4.986 0.088 0.28
H -2.470 0.802 5.024 0.20
C 0.217 -7.320 -0.726 -0.80
O -0.914 -3.802 -0.460 0.30
H 2.000 2.218 -3.288 0.25
H 4.623 4.843 -3.348 0.29
H -5.365 0.590 5.307 0.08
H 3.668 -0.133 6.844 0.38
H -4.321 -1.678 1.761 0.47
H -7.693 2.729 1.202 0.30
H -4.790 2.285 -3.838 0.37
H -0.454 4.228 6.396 0.29
O -1.701 -1.126 4.489 -0.15
C 4.608 0.431 -0.618 -0.26
H 5.103 0.140 3.283 0.13
O -4.586 4.229 5.948 -0.81
O 0.085 -1.164 1.205 0.33
O -5.770 0.030 -0.818 0.33
H -4.773 4.240 3.252 0.38
O 1.060 -5.055 0.683 -0.67
C -4.236 -0.669 2.157 -1.04
C 3.717 -5.083 2.252 -0.54
C -6.522 -0.796 -1.702 -0.96
H -9.281 2.132 0.536 0.29
H -7.244 -1.328 -1.147 0.32
H 1.738 0.546 -2.693 -0.11
H -1.358 -0.048 6.200 0.38
H 7.661 -3.177 4.005 0.24
C -1.998 0.747 -7.230 -0.62
O 2.706 0.623 -4.486 0.47
O -2.966 -3.060 3.550 -0.78
H 1.275 -2.323 -1.335 -0.11
C 5.782 -3.449 -0.934 -0.05
H -2.838 -3.192 -6.494 0.28
H -0.686 0.631 4.611 -0.32
H -1.458 4.852 5.120 0.17
H 8.291 0.945 -3.293 0.25
O 4.502 3.033 -2.378 0.09
H -0.496 2.004 2.743 0.68
H 1.658 0.088 1.721 0.40
H 2.622 -3.452 -0.802 -0.27
O 1.127 -4.407 -1.746 -0.48
H 3.892 3.381 -7.653 0.26
H 2.375 -3.104 -2.521 0.26
P -3.702 3.075 5.681 0.41
O 1.162 1.284 -6.428 -0.63
H -5.527 0.419 7.033 0.22
H 3.303 4.573 -2.145 0.13
O -2.791 0.156 -4.101 -0.19
C 1.888 -3.174 -1.567 0.04
H 1.417 -1.426 -7.263 0.17
C -1.348 4.514 1.107 -0.12
C 0.715 5.508 0.385 0.14
H -0.591 -1.250 -3.201 -0.35
O 5.285 0.700 -1.812 -0.20
H 3.602 0.885 -0.739 0.25
H 2.837 -5.479 1.779 -0.01
H 8.346 2.551 -2.600 0.39
H 4.597 -5.733 2.050 0.38
H 4.970 4.904 -1.593 0.32
H -4.012 2.859 -2.259 0.14
H -2.791 1.127 -0.689 -0.11
O -7.701 1.787 -0.568 -0.40
O -3.848 -1.880 5.654 -0.34
O -2.829 -0.337 -6.583 -0.40
C 3.657 2.349 -7.703 -0.84
H 1.256 -1.251 2.893 0.29
C -1.554 0.239 5.167 -0.06
O -3.832 -1.890 -5.173 -0.34
H 5.099 0.933 0.219 0.50
H 6.440 -4.123 -1.544 0.32
H -5.824 -1.481 -2.140 0.26
H 3.801 1.176 2.876 0.19
H 6.156 -2.407 -1.092 0.18
H -5.149 -0.168 1.960 0.27
H -2.684 1.214 -7.929 0.33
H -1.196 -3.391 1.564 0.18
C 2.373 0.803 4.971 0.07
P 5.251 -3.081 1.639 0.60
O 6.002 -3.840 0.409 -0.36
O -6.019 2.111 -2.204 -0.43
C -5.295 1.147 6.228 -0.53
C 2.398 -1.695 -6.808 -0.23
H -0.122 -8.074 -1.410 0.25
N 3.642 0.321 4.785 0.50
P -3.096 -1.791 4.249 0.75
C -0.947 5.093 -1.250 -0.92
H -4.258 1.162 -2.802 -0.04
H -8.202 1.009 1.273 0.27
H -1.723 1.492 -6.502 0.28
H 0.587 -1.618 -4.434 -0.19
C 1.813 1.173 -3.564 -0.12
C -0.395 -1.869 -4.090 0.45
P -6.130 1.576 -0.719 0.39
C -8.237 1.951 0.701 -0.74
P -0.245 -0.083 0.142 -0.30
O -1.259 -1.590 -5.238 -0.32
O 1.696 1.443 4.187 -0.60
H -6.061 1.923 6.108 0.37
```

As for the calculated total energy: -7355.98270 a.u. Its charge is 0. As for the SMILES: COP(=O)(OC)OC.COP(=O)(OC)OC.COP(=O)(OC)OC.COP(=O)(OC)OC.COP(=O)(OC)OC.COP(=O)(OC)OC.COP(=O)(OC)OC.COP(=O)(OC)OC.COP(=O)(OC)OC.CN(C)C=O.CN(C)C=O.